C49H51HgN5O5P3 | ωB97M-V/def2-TZVPD

Geometry (Å):
Hg: -0.905 0.711 1.640
N: -1.501 -1.710 2.837
C: -1.967 -1.327 4.168
C: -1.480 0.027 4.710
O: -1.611 0.180 5.938
N: -1.058 0.922 3.834
C: -0.771 2.251 4.338
C: -1.030 3.404 3.345
O: -0.878 4.544 3.806
O: -1.373 3.117 2.156
H: -2.203 -2.217 2.315
H: -0.689 -2.314 2.882
H: -1.722 -2.064 4.938
H: -3.059 -1.258 4.153
H: 0.277 2.333 4.661
H: -1.361 2.454 5.233
C: 2.853 -1.784 -0.320
N: 3.285 -0.671 -1.154
C: 3.306 0.643 -0.550
P: 1.893 1.061 0.599
C: 2.649 0.528 2.212
C: 3.840 1.086 2.681
C: 4.393 0.668 3.880
C: 3.762 -0.315 4.635
C: 2.579 -0.875 4.181
C: 2.031 -0.451 2.976
C: 2.092 2.862 0.694
C: 2.320 3.646 -0.436
C: 2.293 5.030 -0.347
C: 2.000 5.646 0.861
C: 1.733 4.876 1.984
C: 1.788 3.495 1.897
C: 4.020 -0.885 -2.315
C: 3.851 -2.053 -3.079
C: 4.566 -2.244 -4.246
C: 5.465 -1.288 -4.704
C: 5.634 -0.133 -3.961
C: 4.933 0.071 -2.781
P: 1.004 -1.612 -0.137
C: 0.544 -3.154 0.730
C: -0.785 -3.587 0.660
C: -1.215 -4.664 1.417
C: -0.337 -5.318 2.275
C: 0.977 -4.888 2.364
C: 1.415 -3.814 1.595
C: 0.599 -2.017 -1.883
C: 0.515 -0.960 -2.786
C: 0.356 -1.204 -4.144
C: 0.256 -2.502 -4.618
C: 0.326 -3.563 -3.724
C: 0.505 -3.322 -2.370
H: 3.340 -1.732 0.661
H: 3.128 -2.731 -0.779
H: 3.243 1.379 -1.351
H: 4.236 0.839 0.004
H: 4.325 1.874 2.116
H: 5.309 1.123 4.237
H: 4.186 -0.629 5.581
H: 2.063 -1.621 4.772
H: 1.089 -0.871 2.643
H: 2.485 3.191 -1.403
H: 2.471 5.626 -1.234
H: 1.946 6.726 0.919
H: 1.422 5.331 2.915
H: 1.558 2.910 2.779
H: 3.118 -2.790 -2.785
H: 4.399 -3.150 -4.817
H: 6.015 -1.442 -5.623
H: 6.331 0.627 -4.292
H: 5.111 0.973 -2.215
H: -1.484 -3.054 0.021
H: -2.248 -4.986 1.353
H: -0.682 -6.148 2.878
H: 1.668 -5.386 3.032
H: 2.446 -3.494 1.687
H: 0.574 0.059 -2.423
H: 0.307 -0.369 -4.832
H: 0.126 -2.688 -5.677
H: 0.251 -4.584 -4.081
H: 0.581 -4.162 -1.691
C: -4.641 -0.797 1.171
P: -3.537 0.657 1.163
C: -4.270 1.682 2.483
C: -3.986 1.583 -0.337
C: -3.279 2.766 -0.570
C: -3.558 3.524 -1.698
C: -4.524 3.109 -2.606
C: -5.217 1.927 -2.385
C: -4.950 1.169 -1.252
H: -4.349 -1.491 0.383
H: -5.690 -0.514 1.055
H: -4.526 -1.290 2.139
H: -5.346 1.813 2.345
H: -3.762 2.647 2.479
H: -4.069 1.211 3.447
H: -2.510 3.088 0.128
H: -3.004 4.438 -1.868
H: -4.732 3.702 -3.488
H: -5.962 1.590 -3.097
H: -5.486 0.241 -1.095
O: -2.445 -1.164 -1.147
N: -2.628 -0.693 -2.325
C: -2.240 0.574 -2.607
C: -2.465 1.111 -3.855
C: -3.078 0.361 -4.844
C: -3.463 -0.935 -4.537
C: -3.235 -1.440 -3.277
H: -1.768 1.099 -1.786
H: -2.148 2.130 -4.025
H: -3.256 0.775 -5.827
H: -3.946 -1.569 -5.268
H: -3.500 -2.433 -2.947
O: -0.056 2.003 -1.005
N: 0.200 0.945 -0.379

Calculated values
- orbital gap (eV) = 6.181
- charge = -1
- HOMO level (eV) = -3.936
- E (Eh) = -3725.22115